Arrangement A

Molecular formula: C36H80N8O18S2
Method: DFT, ωB97M-V/def2-TZVPD

Values from the calculation:
LUMO in eV: -0.494
Gap between HOMO and LUMO in eV: 7.80
Multiplicity: 1
Charge: 0
SMILES string: O=S1(=O)OCCO1.O=S1(=O)OCCO1.CNC(C)=O.CNC(C)=O.CNC(C)=O.CNC(C)=O.CNC(C)=O.CNC(C)=O.CNC(C)=O.CNC(C)=O.C1CCOC1.C1CCOC1

Cartesian coordinates (Å):
O  3.56613  -3.95296  2.65792
S  4.34917  -4.08438  1.44714
O  5.35472  -5.14875  1.36458
O  3.26230  -4.09936  0.14226
C  3.85543  -3.35118  -0.89364
C  4.41943  -2.10647  -0.20928
O  4.98600  -2.61493  0.99254
H  4.60779  -4.03510  -1.29420
H  3.10947  -3.18689  -1.66996
H  3.54733  -1.48434  -0.00079
H  5.17965  -1.54300  -0.74624
O  1.61816  3.52761  -3.57051
S  0.25234  3.87809  -3.97799
O  -0.91308  3.08137  -3.58536
O  -0.03880  5.41672  -3.53576
C  0.49611  6.29955  -4.49347
C  0.33582  5.58654  -5.85150
O  0.18732  4.18901  -5.59220
H  -0.10930  7.20345  -4.43842
H  1.52667  6.57928  -4.27376
H  1.14030  5.72217  -6.57296
H  -0.61098  5.76083  -6.36415
C  -4.80763  1.16460  -0.57352
N  -4.56268  2.48827  -0.07164
C  -4.03785  2.65457  1.17150
C  -3.71933  4.11382  1.59111
O  -3.76685  1.72450  1.94444
H  -3.92983  0.52364  -0.67295
H  -5.37146  1.13402  -1.50459
H  -5.42098  0.58759  0.12129
H  -4.89963  3.26844  -0.61157
H  -3.40766  4.77043  0.77851
H  -2.90605  4.16552  2.31276
H  -4.63522  4.57382  1.96431
C  -2.81166  -4.57353  -0.12804
N  -1.83324  -3.95327  -1.00369
C  -1.11042  -4.71889  -1.83327
C  0.06124  -4.08989  -2.53023
O  -1.38977  -5.89613  -2.13169
H  -2.32868  -5.33091  0.48750
H  -3.66670  -4.95876  -0.68569
H  -3.28925  -3.86644  0.55128
H  -1.79131  -2.94379  -1.08461
H  0.43325  -3.14108  -2.14210
H  -0.17881  -4.04536  -3.59291
H  0.91260  -4.77041  -2.48424
C  -2.37804  -0.88587  4.22326
N  -3.48071  -0.89776  3.30345
C  -3.98402  -2.05502  2.85963
C  -5.09935  -1.88063  1.86370
O  -3.60265  -3.17063  3.21682
H  -2.15416  0.14276  4.50120
H  -1.46111  -1.37655  3.89623
H  -2.60337  -1.41457  5.15126
H  -3.70005  -0.01022  2.87378
H  -5.94244  -1.58717  2.49209
H  -5.39767  -2.82489  1.41037
H  -4.87220  -1.15856  1.08275
C  -0.08314  1.62626  2.53951
N  0.78178  2.54528  1.83890
C  1.97089  2.23205  1.31013
C  2.77501  3.44986  0.86273
O  2.45016  1.09148  1.22156
H  -0.58229  2.14473  3.35783
H  0.39337  0.72624  2.92805
H  -0.85944  1.24131  1.87415
H  0.46496  3.51006  1.93395
H  2.27057  3.95523  0.03492
H  3.70522  3.11952  0.40424
H  2.78342  4.22205  1.63056
C  0.58467  -2.48471  7.60402
N  1.63214  -2.06277  6.69232
C  1.37724  -1.35134  5.61330
C  2.46826  -1.10106  4.58393
O  0.30859  -0.76856  5.39812
H  0.91917  -3.28593  8.26146
H  -0.26663  -2.84336  7.02631
H  0.23030  -1.69508  8.26758
H  2.58983  -2.36222  6.78636
H  2.37047  -0.13479  4.09248
H  2.46481  -1.86202  3.80369
H  3.42118  -1.07996  5.11701
C  -0.92938  4.61255  -0.33697
N  -1.07123  5.76032  0.53650
C  -0.45982  5.98318  1.66735
C  -0.67614  7.30867  2.31526
O  0.28354  5.12482  2.10176
H  0.04893  4.25345  -0.66284
H  -1.30168  4.93858  -1.30881
H  -1.42663  3.69509  -0.02154
H  -1.62171  6.47993  0.09410
H  -1.71253  7.43124  2.63467
H  -0.52140  8.07652  1.55603
H  -0.06687  7.49199  3.19724
C  0.31159  -2.04026  1.01687
N  0.29814  -0.73007  0.32034
C  -0.62288  -0.43225  -0.59165
C  -0.48949  0.86553  -1.40868
O  -1.62326  -1.14388  -0.76429
H  0.65879  -1.96929  2.04758
H  1.05888  -2.73369  0.62241
H  -0.62247  -2.57756  0.87194
H  1.07471  -0.08970  0.41620
H  -1.36138  1.42277  -1.06964
H  -0.43212  0.59769  -2.46132
H  0.46204  1.31433  -1.11958
C  -3.01979  -5.52310  5.60521
N  -2.05346  -4.83428  4.81148
C  -0.73548  -5.03187  4.79213
C  -0.04549  -4.35420  3.61150
O  -0.14371  -5.74063  5.59944
H  -3.22765  -6.50864  5.18377
H  -3.95392  -4.96361  5.61896
H  -2.62608  -5.65942  6.61288
H  -2.46151  -4.15590  4.17746
H  -0.59397  -3.51184  3.19180
H  0.06641  -5.13170  2.85386
H  0.97179  -4.04959  3.85782
C  5.13788  -0.19401  -4.02042
C  4.55174  1.07197  -3.35865
C  3.09678  0.68880  -3.10240
O  2.98218  -0.72038  -3.23366
C  3.93292  -1.15506  -4.20634
H  5.75883  -0.63746  -3.24202
H  5.64042  0.05376  -4.95309
H  4.68617  1.93548  -4.01128
H  5.05044  1.40519  -2.44778
H  2.49044  1.19185  -3.85985
H  2.66155  1.03668  -2.16560
H  3.49515  -1.07598  -5.20432
H  4.17054  -2.20399  -4.03271
C  1.12386  0.78568  -6.42587
C  0.33187  -0.29184  -5.72670
C  -0.84884  -0.44222  -6.63607
O  -0.71721  0.48447  -7.68382
C  0.64171  0.74089  -7.88036
H  2.15217  0.47791  -6.22577
H  1.03226  1.80302  -6.04654
H  -0.02635  0.00952  -4.74300
H  0.96408  -1.17764  -5.68542
H  -1.78257  -0.29764  -6.09194
H  -0.91283  -1.43671  -7.08630
H  0.80509  1.64075  -8.47258
H  0.98815  -0.09935  -8.49052

Atomic partial charges in e from the Mulliken method, atoms 1 to 8: atom 1 (O): -0.398, atom 2 (S): 0.956, atom 3 (O): -0.593, atom 4 (O): -0.347, atom 5 (C): -0.119, atom 6 (C): 0.405, atom 7 (O): -0.370, atom 8 (H): 0.398

Arrangement B

Molecular formula: C36H80N8O18S2
Method: DFT, ωB97M-V/def2-TZVPD

Values from the calculation:
LUMO in eV: -0.123
Gap between HOMO and LUMO in eV: 8.04
Multiplicity: 1
Charge: 0
SMILES string: O=S1(=O)OCCO1.O=S1(=O)OCCO1.CNC(C)=O.CNC(C)=O.CNC(C)=O.CNC(C)=O.CNC(C)=O.CNC(C)=O.CNC(C)=O.CNC(C)=O.C1CCOC1.C1CCOC1

Cartesian coordinates (Å):
O  1.50375  6.28457  -0.78177
S  1.32873  5.44723  0.44181
O  -0.04903  4.97396  0.77351
O  2.37796  4.14758  0.62306
C  2.88648  3.93762  1.92376
C  2.36517  5.10208  2.74550
O  1.93471  6.03102  1.76669
H  2.67055  2.91796  2.24277
H  3.95727  4.11589  1.82509
H  3.15722  5.57768  3.32392
H  1.43431  4.85554  3.25620
O  7.36103  1.02342  -0.14982
S  7.05243  0.04242  0.81380
O  7.95572  -0.12439  1.99690
O  5.49037  0.05284  1.22388
C  5.01562  -1.27145  1.60947
C  5.94713  -2.18682  0.93541
O  6.82825  -1.43145  0.13292
H  4.97842  -1.46575  2.68137
H  3.97295  -1.33469  1.29812
H  5.39055  -2.70939  0.15744
H  6.34838  -2.95505  1.59641
C  0.53148  4.31163  -4.03972
N  1.76455  3.83707  -4.70389
C  2.83450  3.32245  -4.09968
C  3.86594  2.73644  -5.07655
O  3.00352  3.22435  -2.82002
H  0.50605  3.90034  -3.03062
H  -0.33259  3.95105  -4.59780
H  0.64216  5.39596  -4.02974
H  1.54899  3.56084  -5.65116
H  3.56192  2.96559  -6.09790
H  4.02404  1.67727  -4.87341
H  4.85173  3.18878  -4.96831
C  0.71055  0.49657  2.60851
N  0.15231  0.89635  1.31194
C  0.51948  0.33949  0.10670
C  -0.00351  0.88790  -1.16321
O  1.29480  -0.56026  0.04938
H  -0.14704  0.12151  3.16706
H  1.09317  1.36863  3.13880
H  1.42151  -0.31047  2.43155
H  -0.43605  1.71674  1.34170
H  0.36914  0.39670  -2.06208
H  0.19183  1.95909  -1.21305
H  -1.05908  0.71915  -1.37630
C  -4.38032  -4.02560  4.41746
N  -3.24691  -3.17546  4.92055
C  -2.00137  -3.27672  4.44629
C  -0.92966  -2.56877  5.23992
O  -1.69301  -3.86797  3.43172
H  -4.13711  -5.08799  4.40086
H  -4.76479  -3.75616  3.43375
H  -5.26256  -4.01617  5.05752
H  -3.37746  -2.71507  5.80998
H  -0.04081  -2.57555  4.60905
H  -0.81005  -3.01591  6.22676
H  -1.20929  -1.52458  5.37983
C  3.48888  -0.44493  -2.53168
N  3.73323  -1.15674  -3.78703
C  4.89417  -1.32135  -4.43284
C  4.84181  -2.00243  -5.74756
O  5.96919  -1.00343  -3.96123
H  4.34869  -0.04643  -1.99314
H  3.13686  -1.22051  -1.85150
H  2.77636  0.36861  -2.66798
H  2.92168  -1.59640  -4.19712
H  5.84888  -2.41541  -5.80536
H  4.64352  -1.41044  -6.64105
H  4.10067  -2.79897  -5.81347
C  -0.34336  -4.54300  -5.80032
N  -0.07943  -4.26197  -4.34216
C  0.93926  -3.66152  -3.77245
C  0.92287  -3.51533  -2.28882
O  1.82282  -3.12406  -4.42916
H  0.07242  -5.43839  -6.26239
H  0.20395  -3.76642  -6.33461
H  -1.41204  -4.56821  -6.01336
H  -0.68964  -4.67386  -3.65072
H  1.87800  -3.86824  -1.89986
H  0.12831  -4.05283  -1.77125
H  0.86542  -2.48145  -1.94840
C  -1.96491  -2.61428  0.13556
N  -3.13265  -2.57070  -0.74470
C  -3.24665  -3.54125  -1.70921
C  -4.57989  -3.71399  -2.30577
O  -2.40867  -4.33785  -2.10354
H  -1.16468  -2.09859  -0.39528
H  -1.76742  -3.67142  0.31321
H  -2.15167  -2.04560  1.04651
H  -3.92152  -1.94970  -0.63451
H  -4.75552  -4.74312  -2.61905
H  -4.53086  -2.99904  -3.12709
H  -5.46771  -3.37888  -1.76952
C  2.20286  1.39935  9.87099
N  2.54146  2.05072  8.64162
C  2.44939  1.26762  7.51691
C  2.40817  1.93821  6.18986
O  2.32711  0.09521  7.52073
H  1.43947  2.02448  10.33418
H  3.07518  1.41317  10.52441
H  1.87233  0.36068  9.86700
H  2.49478  3.05868  8.59760
H  2.51515  1.22505  5.37252
H  3.20575  2.68058  6.21917
H  1.35289  2.18281  6.06879
C  -5.49099  -0.41806  1.67248
N  -4.98841  0.65822  0.75107
C  -4.93771  0.39157  -0.55473
C  -4.81743  1.59524  -1.39457
O  -5.11781  -0.73771  -1.01773
H  -6.21899  -1.09702  1.22850
H  -5.99869  0.05928  2.51062
H  -4.62584  -0.94379  2.07651
H  -4.98204  1.60463  1.10374
H  -3.77893  1.84599  -1.61079
H  -5.12847  2.56002  -0.99389
H  -5.28347  1.34353  -2.34722
C  -3.98008  2.10759  3.80912
C  -4.13205  3.25314  2.92489
C  -2.99051  3.14990  1.87235
O  -2.41985  1.84261  2.03554
C  -2.60903  1.46839  3.40702
H  -4.76104  1.38383  3.57592
H  -3.92920  2.31659  4.87769
H  -4.09143  4.17239  3.50921
H  -5.12588  3.29878  2.47955
H  -2.09881  3.76994  1.96460
H  -3.41379  3.24056  0.87199
H  -1.78715  1.87958  3.99312
H  -2.60943  0.39324  3.58639
C  -2.91107  -1.50232  -5.03425
C  -1.85179  -0.83871  -4.16760
C  -1.55830  0.45398  -4.90649
O  -1.76257  0.11194  -6.25886
C  -2.24121  -1.21122  -6.45403
H  -3.83312  -0.92253  -5.07626
H  -2.99260  -2.55039  -4.74616
H  -0.95148  -1.41067  -3.94306
H  -2.28988  -0.71449  -3.17727
H  -0.49035  0.63232  -4.78089
H  -2.12343  1.38092  -4.80892
H  -1.43493  -1.86718  -6.78223
H  -3.01054  -1.25717  -7.22483

Atomic partial charges in e from the Mulliken method, atoms 1 to 8: atom 1 (O): -0.537, atom 2 (S): 0.989, atom 3 (O): -0.433, atom 4 (O): -0.225, atom 5 (C): -0.047, atom 6 (C): -0.246, atom 7 (O): -0.413, atom 8 (H): 0.064

Most stable structure: arrangement A

Arrangement A

Molecular formula: C3H6Cl2N2O
Method: DFT, ωB97M-V/def2-TZVPD

Values from the calculation:
LUMO in eV: 0.737
Gap between HOMO and LUMO in eV: 9.65
Multiplicity: 1
Charge: 0
SMILES string: CO/C(=N\N)C(Cl)Cl

Cartesian coordinates (Å):
C  1.85244  -0.18833  -0.23977
O  0.75290  0.34094  0.60683
C  -0.53060  0.20307  0.10066
N  -1.49441  -0.15214  0.82937
N  -1.22420  -0.47980  2.09371
C  -0.91434  0.64891  -1.27192
Cl  -0.32772  2.30785  -1.63621
Cl  -0.42208  -0.49255  -2.53911
H  1.51145  -1.19266  -0.68458
H  2.06540  0.57234  -1.02559
H  2.75726  -0.36307  0.39386
H  -0.21194  -0.61403  2.32547
H  -1.83436  -1.21152  2.39996
H  -1.97981  0.62099  -1.35267

Atomic partial charges in e from the Mulliken method, atoms 1 to 8: atom 1 (C): -0.648, atom 2 (O): -0.425, atom 3 (C): 0.460, atom 4 (N): -0.301, atom 5 (N): -0.478, atom 6 (C): 0.023, atom 7 (Cl): -0.145, atom 8 (Cl): -0.156

Arrangement B

Molecular formula: C3H6Cl2N2O
Method: DFT, ωB97M-V/def2-TZVPD

Values from the calculation:
LUMO in eV: 0.598
Gap between HOMO and LUMO in eV: 8.99
Multiplicity: 1
Charge: 0
SMILES string: N/C(Cl)=C\O.[H]/N=C\Cl

Cartesian coordinates (Å):
N  0.82763  1.84115  -0.03811
C  1.38455  0.48372  -0.01999
Cl  2.60777  -0.18297  1.05425
C  0.71865  -0.41045  -0.84899
O  -0.15553  0.07191  -1.72387
H  1.47366  2.55130  0.26441
H  0.03526  1.86767  0.58118
H  0.91076  -1.37031  -1.18081
H  -0.58509  0.91740  -1.28625
H  -2.16446  -1.59542  -0.58202
N  -1.60630  -1.99656  0.12635
C  -1.21293  -1.15244  0.89493
Cl  -1.77568  0.49604  1.05624
H  -0.45827  -1.52105  1.70268

Atomic partial charges in e from the Mulliken method, atoms 1 to 8: atom 1 (N): -0.525, atom 2 (C): 0.544, atom 3 (Cl): -0.197, atom 4 (C): -0.776, atom 5 (O): -0.488, atom 6 (H): 0.299, atom 7 (H): 0.099, atom 8 (H): 0.582

Most stable structure: arrangement A

Arrangement A

Molecular formula: CHNO2S
Method: DFT, ωB97M-V/def2-TZVPD

Values from the calculation:
LUMO in eV: -0.181
Gap between HOMO and LUMO in eV: 9.94
Multiplicity: 1
Charge: 0
SMILES string: O=C=NOS

Cartesian coordinates (Å):
O  -2.57714  -0.85705  0.16113
C  -1.54103  -0.34886  -0.00142
N  -0.55983  0.28236  0.17181
O  0.57756  0.67514  -0.63093
S  1.86562  0.76241  0.28368
H  2.23482  -0.51400  0.01573

Listed below, in e, are the Mulliken charges computed for each atom: atom 1 (O): -0.400, atom 2 (C): 0.510, atom 3 (N): -0.176, atom 4 (O): -0.127, atom 5 (S): 0.033, atom 6 (H): 0.160

Arrangement B

Molecular formula: CHNO2S
Method: DFT, ωB97M-V/def2-TZVPD

Values from the calculation:
LUMO in eV: -0.435
Gap between HOMO and LUMO in eV: 8.83
Multiplicity: 1
Charge: 0

Cartesian coordinates (Å):
C  -0.04684  0.80109  -0.06687
N  -0.77953  -0.29599  -0.14278
O  0.02857  1.94438  0.21119
O  1.61649  -1.24496  0.75271
S  1.01931  -0.81612  -0.49046
H  -1.83802  -0.38841  -0.26378

Listed below, in e, are the Mulliken charges computed for each atom: atom 1 (C): 0.511, atom 2 (N): -0.329, atom 3 (O): -0.420, atom 4 (O): -0.443, atom 5 (S): 0.394, atom 6 (H): 0.288

Most stable structure: arrangement B